Record 1
A 4-piece molecular cluster, C20H52BNO14P overall, computed with ωB97M-V with the def2-TZVPD basis set.

XYZ file:
```
89
Properties=species:S:1:pos:R:3:forces:R:3:mulliken_charge:R:1
N -2.549 -1.564 3.994 0.0 -0.1 0.0 -0.983
P -2.535 -1.150 2.271 -0.2 -0.7 0.3 0.579
O -1.044 -0.164 2.527 -0.3 0.1 0.5 -0.512
B -0.966 1.163 2.485 0.0 0.0 -0.2 0.883
O 0.048 1.810 3.230 0.5 -0.4 -0.3 -0.630
O -1.771 2.003 1.705 0.1 0.6 0.4 -0.627
O -1.519 -2.526 1.994 0.1 0.1 0.0 -0.522
C -1.392 -2.783 0.622 -0.3 0.2 0.2 0.249
C -1.371 -1.404 -0.004 0.5 -0.2 -0.3 -0.033
O -2.467 -0.764 0.567 0.1 0.2 0.1 -0.489
H -3.209 -0.951 4.457 0.1 0.1 0.0 0.285
H -1.639 -1.385 4.402 0.0 0.0 0.0 0.270
H -3.698 -1.960 2.047 -0.1 0.1 -0.1 -0.129
H -3.374 0.008 2.488 0.2 0.2 -0.2 -0.068
H 0.519 2.448 2.688 -0.3 0.3 0.1 0.196
H -2.709 1.887 1.879 0.0 -0.5 -0.4 0.253
H -2.298 -3.303 0.265 0.2 -0.2 -0.1 -0.461
H -0.504 -3.393 0.428 0.0 0.0 0.0 0.395
H -1.410 -1.426 -1.100 -0.3 0.0 0.0 0.468
H -0.423 -0.914 0.271 0.0 0.1 0.0 -0.167
C -6.819 -8.840 -1.403 0.0 0.0 0.0 -0.789
O -6.602 -7.764 -2.284 0.1 0.1 0.0 -0.342
C -7.735 -6.992 -2.622 -0.1 0.0 -0.1 -0.516
C -7.631 -5.530 -2.227 -0.1 0.0 -0.1 -0.087
O -7.520 -5.277 -0.843 -0.1 0.0 0.1 -0.425
C -6.294 -5.551 -0.177 0.1 0.0 0.1 -0.264
C -5.131 -4.644 -0.517 0.3 0.0 0.1 -0.383
O -4.724 -4.735 -1.873 -0.2 -0.1 -0.1 -0.346
C -4.692 -3.516 -2.585 0.1 0.0 0.0 -0.789
H -6.934 -9.782 -1.950 0.0 0.0 0.0 0.272
H -5.952 -8.926 -0.746 0.0 0.0 0.0 0.247
H -7.707 -8.683 -0.783 0.0 0.0 0.0 0.371
H -8.642 -7.424 -2.183 0.0 0.0 0.1 0.334
H -7.857 -7.019 -3.713 -0.1 0.0 0.0 0.362
H -8.592 -5.086 -2.508 0.0 0.1 -0.1 0.385
H -6.855 -5.026 -2.805 0.1 -0.1 0.1 -0.032
H -6.007 -6.600 -0.274 0.0 0.0 -0.2 -0.004
H -6.513 -5.369 0.878 0.0 -0.1 0.0 0.410
H -4.287 -4.958 0.107 -0.1 0.1 0.1 0.293
H -5.361 -3.609 -0.248 0.0 0.0 0.0 0.374
H -5.362 -2.773 -2.145 0.0 0.0 0.0 0.382
H -5.010 -3.711 -3.612 0.0 0.0 0.0 0.262
H -3.682 -3.097 -2.604 0.0 0.0 0.0 0.261
C 3.827 2.026 -4.683 0.0 0.0 0.0 -0.798
O 4.126 0.878 -3.924 -0.1 0.0 0.1 -0.334
C 5.338 0.902 -3.202 0.2 0.0 -0.1 -0.588
C 5.170 0.750 -1.701 0.0 0.0 0.0 -0.187
O 4.441 1.772 -1.054 0.1 0.2 0.1 -0.257
C 3.038 1.896 -1.252 -0.1 0.1 0.1 -0.412
C 2.184 0.780 -0.688 -0.2 -0.1 0.0 -0.348
O 2.426 -0.472 -1.299 0.2 0.1 -0.1 -0.357
C 2.771 -1.528 -0.427 -0.1 -0.1 0.0 -0.701
H 4.114 1.891 -5.732 0.0 0.0 0.0 0.260
H 2.750 2.193 -4.640 0.0 0.0 0.0 0.254
H 4.331 2.915 -4.292 0.0 0.0 0.0 0.371
H 5.898 1.819 -3.415 -0.1 0.0 0.0 0.342
H 5.956 0.058 -3.537 0.0 0.0 0.0 0.407
H 6.180 0.836 -1.286 0.0 -0.1 0.0 0.390
H 4.800 -0.244 -1.447 -0.2 0.0 -0.1 0.013
H 2.790 2.102 -2.293 0.1 -0.2 0.0 -0.058
H 2.766 2.787 -0.677 0.0 0.1 -0.1 0.458
H 1.138 1.060 -0.865 0.0 0.0 0.1 0.491
H 2.322 0.715 0.396 0.1 0.0 0.0 0.316
H 3.193 -1.154 0.511 0.0 0.0 0.0 0.381
H 3.518 -2.153 -0.922 0.0 0.0 0.0 0.284
H 1.897 -2.144 -0.197 0.0 0.0 0.1 0.120
C 3.602 3.220 3.629 0.0 -0.1 0.0 -0.484
O 4.586 3.999 2.976 -0.1 0.2 0.0 -0.404
C 4.696 3.805 1.580 0.1 -0.2 0.0 0.214
C 4.455 5.053 0.755 0.1 -0.1 0.0 -0.187
O 3.162 5.622 0.870 -0.1 0.0 -0.2 -0.417
C 2.793 6.292 2.060 -0.1 0.1 0.0 -0.065
C 3.460 7.633 2.295 -0.1 0.1 0.1 -0.543
O 4.860 7.552 2.478 0.0 -0.1 0.0 -0.340
C 5.650 8.312 1.596 0.0 0.1 0.0 -0.773
H 4.043 2.327 4.082 0.0 0.0 0.0 0.303
H 3.152 3.822 4.419 0.0 0.0 0.0 0.264
H 2.812 2.904 2.943 0.0 0.0 0.0 0.050
H 4.024 3.012 1.240 0.0 0.0 0.1 -0.241
H 5.715 3.468 1.354 0.0 0.0 0.0 0.374
H 4.518 4.727 -0.287 0.1 0.0 0.0 0.444
H 5.245 5.789 0.917 -0.1 0.0 0.2 -0.093
H 2.887 5.654 2.940 0.2 0.0 0.0 -0.014
H 1.730 6.513 1.927 0.0 -0.1 0.1 0.377
H 3.015 8.051 3.207 0.0 0.1 0.0 0.374
H 3.217 8.312 1.470 0.1 0.0 0.0 0.317
H 5.130 8.512 0.654 0.0 0.0 0.0 0.361
H 6.558 7.748 1.375 0.0 0.0 0.0 0.233
H 5.940 9.269 2.046 0.0 0.0 0.0 0.271
```
Forces are in eV/Å.

Summary:
Relative energy (zero: lowest compared OMol25 entry of this formula, charge and spin) in eV: 0.000
Energy in a.u.: -2267.541623
Frontier orbital gap in eV: 6.90
Total charge: -1
Multiplicity: 1



Record 2
A 3-piece molecular cluster, C20H52N11O3P2 overall at a distorted geometry, computed with ωB97M-V with the def2-TZVPD basis set.

XYZ file:
```
88
Properties=species:S:1:pos:R:3:forces:R:3:mulliken_charge:R:1
C 4.766 -1.475 0.051 -0.3 -0.2 0.3 -0.912
C 3.898 -0.068 0.312 1.0 -1.0 1.5 -0.250
N 3.716 0.642 -1.010 -0.7 2.2 1.7 0.122
C 2.349 0.422 -1.618 -0.1 0.4 -1.4 -0.515
C 1.826 -1.132 -1.620 -0.7 0.6 -1.8 -0.853
N 0.912 -1.472 -0.425 -1.3 0.9 0.3 -0.002
C -0.263 -0.797 -0.179 -4.6 2.4 1.1 0.237
N -0.891 0.350 -0.947 -2.6 -1.0 3.6 -0.250
C -2.186 0.774 -0.289 4.6 -5.6 2.0 -0.021
N -2.348 -0.193 0.898 0.2 3.0 -3.3 -0.202
N -1.252 -1.056 0.956 2.9 0.3 -2.9 -0.026
C 3.870 2.142 -0.905 0.2 4.0 3.0 0.467
C 4.056 2.993 -2.329 -1.5 -0.7 0.0 -0.866
O 3.828 2.877 0.208 0.3 -5.0 -6.1 -0.555
H 4.063 -2.434 0.045 1.5 2.0 0.0 0.141
H 5.375 -1.429 -0.955 -1.4 0.1 2.0 0.341
H 5.536 -1.618 0.920 -1.6 0.2 -1.6 0.263
H 4.557 0.537 1.100 -1.6 -0.9 -2.2 0.445
H 2.873 -0.282 0.882 2.1 0.4 -1.3 0.020
H 1.605 1.189 -1.134 0.9 -1.9 -0.8 0.453
H 2.443 0.740 -2.764 -0.3 -0.8 2.5 0.274
H 1.119 -1.244 -2.574 1.6 0.3 2.1 0.343
H 2.685 -1.932 -1.770 -1.9 1.8 0.9 0.319
H 1.208 -2.230 0.228 -0.5 1.1 -0.7 0.300
H -2.946 1.638 -0.560 1.9 -2.1 0.6 0.355
H -3.162 -0.197 1.584 1.8 -0.3 -1.1 0.288
H -1.085 -1.818 1.650 -0.8 1.2 -0.6 0.276
H 4.654 3.989 -2.189 -1.0 -2.3 0.0 0.332
H 4.436 2.314 -3.214 -0.5 1.4 2.0 0.274
H 2.946 3.315 -2.630 2.3 -0.6 0.7 0.228
O -3.465 4.394 -4.871 -0.1 1.2 3.7 -0.852
P -4.668 3.614 -4.286 -0.5 -1.6 -7.3 0.753
N -4.059 2.113 -4.828 0.8 -2.1 0.0 0.288
C -3.808 1.838 -6.236 0.0 0.3 -0.4 -1.100
C -2.898 1.663 -4.050 -0.4 0.1 0.0 -1.015
N -5.826 4.292 -5.332 -0.4 1.8 -0.2 0.244
C -6.519 3.608 -6.408 -0.8 -0.4 0.5 -1.057
C -5.633 5.693 -5.710 0.3 0.2 0.2 -0.946
N -6.051 2.718 -3.614 0.3 0.1 3.0 0.061
C -6.295 3.142 -2.233 -0.7 0.4 0.0 -0.887
C -6.287 1.281 -3.716 0.3 -0.5 -0.3 -0.925
H -3.442 0.814 -6.374 0.1 0.1 0.3 0.382
H -3.077 2.527 -6.673 0.0 0.0 -0.1 0.318
H -4.725 1.877 -6.822 0.0 0.2 0.1 0.293
H -3.101 1.756 -2.978 0.0 0.1 0.1 -0.085
H -2.004 2.252 -4.279 0.0 0.0 0.1 0.393
H -2.678 0.606 -4.236 -0.1 0.1 -0.1 0.398
H -5.920 3.580 -7.323 0.1 0.1 0.0 0.382
H -7.458 4.120 -6.647 0.1 0.1 0.1 0.390
H -6.809 2.588 -6.146 0.2 0.1 0.1 0.225
H -4.903 5.790 -6.520 0.1 0.1 0.0 0.293
H -5.288 6.278 -4.851 0.1 -0.2 -0.3 0.299
H -6.576 6.155 -6.032 0.1 -0.4 0.0 0.339
H -5.525 2.747 -1.559 -0.1 -0.1 0.2 0.175
H -7.281 2.818 -1.880 0.2 0.0 -0.1 0.366
H -6.279 4.237 -2.163 0.1 -0.1 -0.1 0.327
H -5.566 0.698 -3.135 0.0 -0.2 0.0 0.269
H -6.271 0.930 -4.754 0.3 0.2 0.3 0.281
H -7.290 1.029 -3.345 0.1 0.5 0.2 0.396
O 4.260 -2.899 3.421 -1.1 -3.3 -1.7 -0.798
P 3.405 -3.520 4.552 2.8 5.8 3.5 0.750
N 2.420 -2.130 4.679 -2.0 1.5 -0.2 0.273
C 2.964 -0.820 5.005 0.4 0.2 0.1 -1.069
C 1.503 -1.985 3.541 0.1 -0.4 0.5 -1.809
N 4.660 -3.567 5.699 1.6 -0.8 -0.2 0.239
C 4.770 -2.743 6.889 -0.6 -0.5 0.7 -1.053
C 6.005 -3.850 5.194 0.0 -0.1 -0.4 -0.942
N 2.421 -4.235 5.852 -1.6 -2.0 -1.3 0.005
C 2.014 -5.592 5.479 0.3 -0.6 0.4 -1.022
C 1.321 -3.590 6.564 -0.3 0.6 -0.1 -0.939
H 2.167 -0.069 5.059 -0.1 -0.2 -0.2 0.392
H 3.706 -0.480 4.274 0.0 0.1 0.0 0.259
H 3.413 -0.807 5.997 0.1 -0.2 -0.1 0.325
H 0.994 -2.934 3.341 0.0 -0.2 0.0 0.427
H 2.030 -1.684 2.630 0.1 0.1 -0.2 0.555
H 0.719 -1.249 3.751 0.1 0.1 0.2 0.480
H 5.206 -1.765 6.665 0.0 0.0 -0.1 0.381
H 5.414 -3.226 7.632 0.0 0.0 -0.2 0.389
H 3.813 -2.595 7.393 0.0 0.0 -0.2 0.231
H 6.471 -2.951 4.780 0.1 0.0 -0.1 0.276
H 5.968 -4.621 4.417 0.0 0.3 0.1 0.296
H 6.654 -4.248 5.986 -0.3 0.2 0.1 0.347
H 1.238 -5.571 4.706 -0.1 -0.2 0.1 0.324
H 1.642 -6.154 6.344 0.0 0.2 -0.1 0.364
H 2.872 -6.151 5.086 0.0 0.1 0.0 0.332
H 0.448 -3.432 5.924 -0.1 0.1 0.1 0.285
H 1.617 -2.631 7.003 0.0 -0.2 -0.4 0.287
H 1.001 -4.206 7.414 0.3 -0.4 -0.3 0.386
```
Forces are in eV/Å.

Summary:
Energy in a.u.: -2303.250805
Frontier orbital gap in eV: 5.74
Total charge: +1
Multiplicity: 1